This record from the OMol25 dataset describes 2 unconnected molecules or ions with the total composition C2H6NO2. The level of theory is ωB97M-V/def2-TZVPD.

## Properties
ΔE to the lowest compared entry with this formula, charge and spin ... 120.9 kJ/mol
Net charge ... -1
Spin multiplicity ... 1

Last column: natural (NBO) charge in e.
Geometry (Å):
C: -0.80290 -0.59942 -1.81479  -0.236
O: -0.24257 0.67217 -1.61532  -0.795
H: -0.46812 -1.33941 -1.07973  0.159
H: -1.89824 -0.53132 -1.81429  0.137
H: -0.51701 -0.96856 -2.81106  0.143
C: 0.98892 0.64097 2.19397  0.468
N: 0.43922 0.36742 1.02546  -0.961
O: 1.74434 1.59332 2.45799  -0.757
H: 0.76380 -0.04830 3.04229  0.019
H: 0.07921 0.72087 -0.66782  0.521
H: -0.08665 -0.50772 1.08330  0.304